A molecular structure, C32H44BrN3P2Pd. Source: the Open Molecules 2025 dataset; level of theory: the ωB97M-V functional and the def2-TZVPD basis.

Positions of all 83 atoms, in Å:
C 3.0042 5.1645 -1.1605
C 1.8759 4.6858 -1.8597
C 2.0331 4.2133 -3.1782
C 3.3236 4.2020 -3.7160
N 4.3812 4.6305 -3.0338
C 4.2535 5.1159 -1.8003
C 0.6032 4.5517 -1.2169
C -0.4332 4.2581 -0.6390
C -1.3475 3.4674 0.1200
C -0.8736 2.9850 1.3569
C -1.3108 1.7345 1.7595
C -2.2812 1.1625 0.9375
C -3.1823 1.9017 0.1589
C -2.5968 3.0444 -0.3884
Pd -1.2311 -0.5042 0.6606
P 1.0753 -0.4483 0.0875
H 1.1883 3.8434 -3.7550
H 2.9326 5.5271 -0.1338
H 3.5006 3.8300 -4.7269
H 5.1649 5.4547 -1.2917
H -3.0505 3.5840 -1.2204
H -0.0578 3.4843 1.8723
H -4.1806 1.5361 -0.0778
H -0.8679 1.1569 2.5529
C 1.8550 -2.1199 0.1944
C 3.1342 -2.3975 -0.5957
H 1.0773 -2.8413 -0.1003
H 2.0389 -2.2899 1.2661
H 3.4627 -3.4212 -0.3724
H 2.9847 -2.3435 -1.6812
H 3.9652 -1.7378 -0.3171
C 1.2582 0.1585 -1.6400
C 2.6056 0.7206 -2.0937
H 0.4912 0.9468 -1.7250
H 0.9509 -0.6728 -2.2960
H 2.5154 1.0010 -3.1521
H 2.8786 1.6403 -1.5557
H 3.4273 -0.0066 -2.0150
C 2.0811 0.7009 1.1089
C 3.5853 0.4370 1.2209
H 1.6279 0.6770 2.1123
H 1.8957 1.7074 0.6973
H 4.0179 1.1939 1.8880
H 3.8042 -0.5426 1.6636
H 4.1068 0.5239 0.2581
Br -3.3274 -0.8535 1.7786
P -1.9164 -2.0242 -1.2949
C -0.7224 -2.6902 -2.4917
C -1.1890 -3.8955 -3.3098
H 0.1890 -2.9361 -1.9201
H -0.4499 -1.8617 -3.1592
H -0.3641 -4.1736 -3.9790
H -1.4156 -4.7548 -2.6595
H -2.0603 -3.6536 -3.9414
C -3.0532 -3.3523 -0.7850
C -4.3487 -3.4534 -1.5797
H -3.2540 -3.1978 0.2867
H -2.4770 -4.2815 -0.8695
H -4.9886 -4.2111 -1.1141
H -4.8954 -2.5046 -1.5758
H -4.1860 -3.7690 -2.6191
C -2.9261 -0.7288 -2.1153
C -3.2626 -1.0139 -3.5661
H -2.3787 0.2168 -2.0095
H -3.8267 -0.5950 -1.5022
H -3.7874 -0.1448 -3.9739
H -2.3636 -1.1747 -4.1698
H -3.9310 -1.8738 -3.6754
N -0.3054 -2.7385 4.3622
C -0.3971 -2.3840 3.0439
N -0.2984 -1.0635 2.9170
C -0.1257 -0.5110 4.1758
C -0.1377 0.8029 4.6488
C -0.3733 1.0297 6.0005
C -0.4199 -0.0358 6.9116
C -0.2704 -1.3630 6.4706
C -0.1242 -1.5660 5.1108
H -0.3540 -3.6740 4.7239
H -0.5942 -3.1212 2.2799
H 0.0083 1.6262 3.9617
H -0.5049 2.0505 6.3494
H -0.5753 0.1807 7.9691
H -0.2799 -2.2215 7.1473

Output
Energy relative to the best compared isomer or geometry (same formula, charge and spin) in kcal per mole: 0.00
Strongest force on any atom in hartree/bohr: 0.0620
Gap between HOMO and LUMO (alpha / beta) in eV: 6.3 / 4.5
Multiplicity: 5
Net charge: +4
Highest occupied orbital energy (alpha / beta) in eV: -18.25 / -19.31

Results of the Mulliken charge analysis, in e, for atoms 1 through 8: -0.207 0.458 -0.391 -0.457 -0.390 -0.437 -0.503 0.317